85
Properties=species:S:1:pos:R:3:forces:R:3:mulliken_charge:R:1 method="wB97M-V/def2-TZVPD" charge=-1 orbital_gap_ev=7.415 e_homo_ev=-5.0 de_lowest_kcal_mol=14.6
Sc 0.64403 0.27658 0.04502 -1.0 -0.4 -0.2 -0.71
C 0.23725 -0.76130 -4.50116 -0.5 -1.0 -0.5 -0.75
O 1.05593 0.34989 -4.66042 0.4 0.8 0.3 -0.45
C 2.21210 0.47590 -3.91596 1.0 1.0 -1.7 -0.10
C 3.33158 0.88493 -4.68844 0.4 -1.3 -0.1 -0.43
C 4.59441 1.06174 -4.07618 -1.2 0.9 0.1 -0.78
C 4.58409 1.07277 -2.68005 1.1 -0.2 -0.7 -0.78
C 3.47100 0.73313 -1.90214 0.6 0.6 0.0 0.76
C 3.64796 0.76656 -0.46042 1.5 -0.4 -0.1 -0.68
N 2.78187 0.56215 0.43501 -0.9 -0.3 -1.8 1.31
N 3.21606 0.45216 1.69284 -0.7 0.2 2.4 -1.17
C 2.14351 0.35914 2.47613 1.9 0.6 0.5 0.61
O 0.95991 0.27916 2.03715 -1.0 -0.2 0.8 -0.34
C 2.39641 0.44217 3.96876 -0.4 -0.1 -1.3 0.04
C 3.70260 0.42995 4.41655 0.9 0.4 -0.6 -0.14
C 3.95797 0.44743 5.76508 -1.0 -0.1 -0.5 -0.77
C 2.89971 0.51904 6.66199 0.4 -0.3 0.6 -0.28
C 1.58580 0.52405 6.25089 0.8 0.6 -1.6 -0.87
C 1.35350 0.54609 4.87117 -1.6 -0.3 0.1 -0.06
C 2.24888 0.42719 -2.51661 -0.6 -0.3 -0.2 0.77
O 1.16197 0.11802 -1.84277 0.3 0.2 -0.6 0.38
H -0.19088 -0.92929 -5.51618 -0.2 0.0 0.8 0.31
H -0.52589 -0.64011 -3.71982 0.0 0.1 -0.3 0.14
H 0.80021 -1.66391 -4.24706 0.2 0.1 0.0 0.41
H 3.23993 0.86817 -5.80368 -0.1 0.2 1.2 0.32
H 5.50162 1.38294 -4.63736 -0.9 -0.4 0.4 0.31
H 5.55065 1.33918 -2.23861 -0.5 -0.2 0.4 0.34
H 4.67307 0.85383 -0.07270 -0.1 0.1 -0.4 0.28
H 4.53446 0.52554 3.68958 -0.8 -0.5 0.5 0.34
H 4.97165 0.35824 6.03086 1.0 0.2 0.9 0.43
H 3.11664 0.58202 7.70676 0.1 -0.1 0.6 0.38
H 0.78102 0.62749 6.93245 -0.6 0.0 0.6 0.44
H 0.29892 0.63611 4.50845 1.1 -0.2 0.1 0.31
O -1.48547 0.93060 -0.40390 0.7 -0.1 -0.2 0.23
C -1.80235 2.33604 -0.31922 -0.8 -1.2 1.7 3.67
C -0.48600 3.12530 -0.10277 1.3 -1.5 0.0 -0.37
O -0.57617 4.33405 -0.06427 0.4 0.1 -0.1 -0.71
O 0.57563 2.36026 0.04799 -1.6 1.5 -0.2 -0.35
C -2.70283 2.44115 0.94663 -1.4 0.2 -1.3 -0.52
C -4.01265 1.80578 0.97276 2.2 0.9 -0.8 -0.27
C -4.82777 2.00567 2.05148 -0.9 -1.0 0.3 -0.88
C -4.40521 2.68470 3.18838 1.3 0.9 -0.7 -0.46
C -3.17601 3.35191 3.11280 -1.2 -0.9 -1.0 -0.93
C -2.38193 3.30760 1.95214 0.1 0.2 1.5 -0.29
C -2.50039 2.74275 -1.56566 0.0 0.0 1.4 -0.56
C -3.44664 3.71017 -1.50409 -0.8 1.5 -0.5 -0.35
C -3.99361 4.23574 -2.66599 0.4 -0.2 -1.7 -1.01
C -3.62400 3.71966 -3.92614 1.5 -1.3 1.1 -0.52
C -2.65871 2.66683 -3.92944 -0.8 1.1 -1.6 -0.57
C -2.12344 2.23249 -2.75684 1.9 -2.0 -1.2 -0.08
H -2.13316 0.37109 0.04113 -0.1 0.0 0.0 0.21
H -4.35673 1.28861 0.06852 0.1 0.1 0.5 0.44
H -5.81928 1.55885 2.01420 0.1 0.1 0.1 0.34
H -5.02010 2.81417 4.06015 -0.2 -0.2 0.1 0.44
H -2.88899 3.93978 3.93126 0.5 0.8 1.0 0.49
H -1.52118 3.97643 1.89133 -0.2 -0.5 0.0 0.48
H -3.64854 4.19581 -0.57057 -0.2 0.1 0.3 0.48
H -4.57639 5.13649 -2.65224 -0.5 0.1 0.2 0.38
H -3.88232 4.10948 -4.89563 -0.6 0.4 0.1 0.40
H -2.23167 2.27083 -4.87705 -0.6 0.4 0.7 0.37
H -1.29776 1.48718 -2.80773 -0.7 0.5 0.2 -0.09
C -0.29085 -3.96626 -2.59890 -1.1 -1.3 -0.2 -1.20
C -1.21577 -3.96825 -1.36140 1.0 -1.1 -0.7 -1.28
C -0.45868 -3.83333 -0.01175 -2.1 -0.6 -0.8 2.96
C -1.51014 -4.20676 1.03420 -0.4 0.9 1.5 -1.61
C -1.00420 -4.12890 2.47976 0.1 -0.7 0.2 -1.28
C 0.63031 -4.86747 -0.05811 -0.5 -0.3 0.0 -0.10
O 0.32781 -6.05216 -0.17058 0.9 0.7 0.4 -0.66
N 1.88247 -4.34588 -0.07344 0.4 0.6 0.8 0.10
C 2.20719 -2.92581 -0.02831 -0.7 -0.5 -0.6 -0.05
O 3.36172 -2.62596 -0.17203 0.5 -0.1 0.3 -0.65
N 1.19007 -2.03393 0.09160 -0.8 0.2 0.1 0.12
C -0.09467 -2.41313 0.11762 1.5 0.3 1.0 -0.01
O -0.98858 -1.55201 0.29962 0.6 0.3 -0.4 -0.91
H -0.89912 -4.23650 -3.51647 0.8 0.5 0.9 0.44
H 0.52298 -4.68654 -2.49777 -0.3 -0.4 -0.1 0.37
H 0.22641 -3.05263 -2.70703 0.2 1.4 -0.4 0.07
H -1.65267 -4.98037 -1.28554 -0.3 0.7 -0.3 0.43
H -1.92876 -3.15741 -1.43618 -0.4 -0.1 0.1 0.55
H -1.82703 -5.20793 0.88731 -0.2 -1.0 -0.5 0.61
H -2.42256 -3.57091 0.94249 0.8 -0.2 -0.2 0.33
H -0.15195 -4.83286 2.64011 -0.6 0.6 0.0 0.28
H -1.79512 -4.37388 3.20524 0.2 -0.2 -0.3 0.46
H -0.71511 -3.13013 2.74788 0.5 0.6 0.0 0.21
H 2.67197 -4.89734 0.22533 0.0 -0.4 -0.5 0.34